10 unconnected molecules or ions with the total composition C60H150N10O20 in a non-equilibrium geometry, computed with the ωB97M-V functional and the def2-TZVPD basis.

Values from the calculation:
- ΔE to the lowest compared entry with this formula, charge and spin (kcal per mole) = 101.30
- charge = 0
- calculated total energy (a.u.) = -4427.7983
- Kohn-Sham gap (eV) = 9.02
- SMILES = COCCNCCOC.COCCNCCOC.COCCNCCOC.COCCNCCOC.COCCNCCOC.COCCNCCOC.COCCNCCOC.COCCNCCOC.COCCNCCOC.COCCNCCOC

XYZ file:
```
240
C60H150N10O20 (the ωB97M-V functional and the def2-TZVPD basis)
C 8.828 0.058 1.412
O 8.325 -0.984 2.159
C 8.957 -2.233 1.962
C 8.297 -3.189 2.948
N 8.750 -3.033 4.288
C 8.003 -3.731 5.307
C 6.521 -3.362 5.385
O 6.468 -1.981 5.696
C 5.167 -1.542 5.931
H 8.169 0.914 1.578
H 8.885 -0.111 0.325
H 9.829 0.423 1.700
H 9.994 -2.152 2.301
H 8.657 -2.535 0.963
H 8.411 -4.188 2.510
H 7.219 -2.982 2.763
H 8.831 -2.043 4.494
H 8.363 -3.573 6.325
H 8.088 -4.813 5.149
H 6.140 -3.920 6.252
H 5.962 -3.502 4.458
H 5.193 -0.682 6.594
H 4.537 -2.301 6.428
H 4.618 -1.341 4.998
C -9.388 2.541 4.271
O -8.041 2.816 4.075
C -7.285 1.655 3.685
C -6.032 2.188 2.982
N -5.173 1.042 2.631
C -4.331 1.202 1.436
C -3.344 0.072 1.335
O -2.508 0.071 2.435
C -1.571 -0.997 2.426
H -9.551 1.763 5.033
H -9.933 2.251 3.360
H -9.949 3.410 4.630
H -7.786 0.976 2.986
H -7.028 1.093 4.594
H -5.492 2.790 3.717
H -6.387 2.659 2.070
H -4.572 0.784 3.406
H -3.875 2.204 1.439
H -5.047 1.073 0.613
H -2.859 0.173 0.347
H -3.908 -0.870 1.201
H -2.127 -1.897 2.725
H -0.738 -0.830 3.110
H -1.070 -1.142 1.458
C 8.498 1.303 -1.984
O 8.235 0.520 -3.117
C 7.025 0.806 -3.748
C 5.863 -0.089 -3.361
N 6.269 -1.455 -3.662
C 5.697 -2.564 -2.898
C 5.952 -2.603 -1.379
O 7.198 -3.142 -0.988
C 8.268 -2.223 -1.003
H 7.788 1.198 -1.157
H 8.563 2.381 -2.213
H 9.514 1.064 -1.663
H 7.119 0.505 -4.801
H 6.813 1.875 -3.736
H 4.954 0.117 -3.922
H 5.670 -0.003 -2.278
H 7.274 -1.488 -3.645
H 6.135 -3.451 -3.358
H 4.623 -2.575 -3.116
H 5.272 -3.400 -1.047
H 5.650 -1.651 -0.931
H 8.573 -1.887 -1.990
H 9.112 -2.667 -0.489
H 7.924 -1.311 -0.496
C 3.400 -5.822 -2.384
O 2.082 -6.309 -2.640
C 1.612 -6.218 -3.918
C 0.288 -5.511 -3.958
N 0.297 -4.062 -4.087
C 0.826 -3.395 -2.851
C 0.775 -1.894 -2.888
O 1.214 -1.376 -4.110
C 1.233 0.019 -4.152
H 3.345 -4.721 -2.281
H 4.104 -6.049 -3.195
H 3.739 -6.252 -1.444
H 1.666 -7.073 -4.600
H 2.312 -5.548 -4.462
H -0.336 -5.801 -3.109
H -0.292 -5.821 -4.832
H 1.030 -3.860 -4.771
H 1.865 -3.777 -2.788
H 0.272 -3.747 -1.975
H 1.429 -1.522 -2.083
H -0.250 -1.553 -2.664
H 1.844 0.437 -3.346
H 0.246 0.503 -4.122
H 1.615 0.253 -5.146
C -8.727 8.167 4.941
O -7.687 7.762 4.062
C -7.133 6.522 4.464
C -6.177 5.979 3.439
N -5.023 6.867 3.282
C -4.252 6.580 2.098
C -3.558 5.257 2.324
O -2.262 5.081 1.773
C -2.205 5.194 0.367
H -9.063 9.150 4.630
H -8.279 8.288 5.940
H -9.520 7.416 4.994
H -7.935 5.778 4.572
H -6.620 6.663 5.425
H -6.727 5.789 2.510
H -5.813 5.021 3.826
H -5.400 7.810 3.183
H -3.557 7.401 1.927
H -4.863 6.482 1.189
H -4.199 4.409 2.038
H -3.334 5.101 3.383
H -1.188 5.045 0.018
H -2.506 6.216 0.082
H -2.906 4.487 -0.094
C 2.677 -3.347 1.081
O 3.541 -2.853 2.058
C 4.394 -1.836 1.594
C 3.682 -0.486 1.687
N 2.849 -0.216 0.546
C 1.728 0.669 0.759
C 1.152 0.958 -0.609
O -0.163 1.459 -0.461
C -0.766 1.727 -1.685
H 3.147 -4.086 0.414
H 2.201 -2.617 0.414
H 1.807 -3.840 1.525
H 4.665 -1.980 0.544
H 5.260 -1.803 2.250
H 4.385 0.356 1.892
H 3.154 -0.441 2.647
H 3.346 -0.164 -0.323
H 1.970 1.586 1.309
H 0.914 0.150 1.278
H 1.176 0.118 -1.298
H 1.739 1.796 -1.028
H -1.150 0.819 -2.188
H -0.127 2.229 -2.424
H -1.713 2.258 -1.556
C -9.838 7.064 1.631
O -9.068 6.062 0.970
C -8.037 6.727 0.225
C -7.424 5.753 -0.744
N -6.587 4.721 -0.125
C -6.124 3.719 -1.078
C -5.153 4.281 -2.069
O -4.642 3.263 -2.888
C -3.550 3.784 -3.638
H -9.146 7.666 2.221
H -10.504 6.567 2.334
H -10.376 7.618 0.862
H -7.299 7.229 0.857
H -8.561 7.462 -0.408
H -6.772 6.319 -1.424
H -8.230 5.340 -1.378
H -7.254 4.227 0.475
H -6.993 3.306 -1.613
H -5.664 2.923 -0.493
H -4.298 4.742 -1.572
H -5.667 5.028 -2.686
H -3.870 4.687 -4.173
H -3.259 3.022 -4.364
H -2.695 3.936 -2.964
C -3.329 -0.799 -4.320
O -3.063 -1.175 -2.985
C -4.214 -1.298 -2.234
C -5.176 -2.423 -2.574
N -4.486 -3.698 -2.382
C -5.284 -4.782 -2.962
C -5.068 -6.104 -2.263
O -3.749 -6.564 -2.439
C -3.635 -7.376 -3.575
H -3.680 0.237 -4.299
H -4.094 -1.399 -4.833
H -2.425 -0.995 -4.893
H -4.815 -0.371 -2.130
H -3.983 -1.424 -1.171
H -5.551 -2.310 -3.598
H -5.974 -2.418 -1.835
H -3.592 -3.684 -2.865
H -5.083 -4.903 -4.041
H -6.346 -4.507 -2.973
H -5.821 -6.864 -2.518
H -5.226 -5.979 -1.187
H -4.343 -8.206 -3.538
H -2.638 -7.815 -3.641
H -3.699 -6.744 -4.470
C 6.151 4.626 -2.437
O 5.063 3.736 -2.283
C 4.294 3.896 -1.106
C 3.749 5.315 -0.929
N 2.700 5.611 -1.875
C 1.406 5.051 -1.590
C 0.391 5.413 -2.666
O 1.007 4.764 -3.803
C 0.247 4.912 -4.983
H 6.594 5.096 -1.550
H 5.661 5.486 -2.938
H 6.950 4.332 -3.112
H 4.896 3.589 -0.228
H 3.468 3.183 -1.095
H 4.564 6.032 -1.020
H 3.414 5.439 0.106
H 3.025 5.246 -2.770
H 1.075 5.566 -0.676
H 1.387 3.972 -1.378
H 0.448 6.497 -2.790
H -0.585 4.963 -2.492
H -0.849 4.848 -4.877
H 0.424 4.076 -5.675
H 0.513 5.840 -5.505
C 1.628 -3.969 5.747
O 0.920 -5.124 5.442
C 1.245 -5.545 4.144
C 0.346 -6.709 3.803
N 0.124 -6.905 2.418
C 1.360 -7.229 1.660
C 1.160 -7.216 0.191
O 0.575 -8.472 -0.173
C 0.212 -8.558 -1.494
H 1.335 -3.165 5.053
H 2.724 -4.062 5.676
H 1.441 -3.622 6.762
H 2.316 -5.801 4.108
H 1.122 -4.708 3.436
H -0.611 -6.503 4.290
H 0.707 -7.577 4.388
H -0.599 -7.581 2.205
H 1.845 -8.117 2.101
H 2.037 -6.395 1.914
H 2.099 -7.186 -0.378
H 0.504 -6.412 -0.157
H 1.069 -8.831 -2.126
H -0.188 -7.619 -1.892
H -0.534 -9.342 -1.584
```

Atom charges from the Mulliken analysis, given in e for atoms 1 to 8: number 1, C, carries -0.77; number 2, O, carries -0.21; number 3, C, carries -0.01; number 4, C, carries 0.32; number 5, N, carries -0.33; number 6, C, carries -1.15; number 7, C, carries -0.10; number 8, O, carries -0.32



15 unconnected molecules or ions with the total composition C60H150O26 in a non-equilibrium geometry, computed with the ωB97M-V functional and the def2-TZVPD basis.

Values from the calculation:
- charge = 0
- calculated total energy (a.u.) = -4331.5758
- Kohn-Sham gap (eV) = 9.58

XYZ file:
```
236
C60H150O26 (the ωB97M-V functional and the def2-TZVPD basis)
C 21.554 -20.360 -7.422
O 20.572 -20.775 -8.387
C 20.325 -19.972 -9.508
C 21.465 -19.140 -10.091
O 22.487 -20.070 -10.498
C 23.308 -19.332 -11.322
H 21.297 -19.357 -7.186
H 22.554 -20.547 -7.617
H 21.344 -20.988 -6.546
H 19.527 -19.216 -9.302
H 19.965 -20.681 -10.276
H 21.832 -18.403 -9.353
H 21.048 -18.610 -10.989
H 23.646 -18.450 -10.776
H 22.885 -18.937 -12.267
H 24.166 -19.884 -11.660
C 19.168 -23.531 -2.714
O 18.069 -24.455 -2.766
C 18.505 -25.699 -3.312
C 17.411 -26.764 -3.087
O 16.194 -26.419 -3.777
C 16.401 -26.626 -5.178
H 19.883 -23.793 -1.921
H 18.663 -22.650 -2.402
H 19.645 -23.409 -3.652
H 19.577 -25.762 -2.782
H 18.629 -25.634 -4.416
H 17.162 -26.735 -2.082
H 17.776 -27.714 -3.386
H 15.428 -26.450 -5.692
H 16.786 -27.668 -5.308
H 17.179 -25.988 -5.666
C 21.956 -17.566 -2.080
O 20.585 -17.695 -2.167
C 20.064 -16.382 -2.125
C 18.560 -16.400 -2.293
O 18.212 -16.763 -3.692
C 16.789 -16.791 -3.886
H 22.272 -16.968 -1.140
H 22.452 -16.960 -2.846
H 22.326 -18.566 -2.041
H 20.468 -15.914 -2.990
H 20.336 -15.955 -1.131
H 18.050 -15.468 -2.058
H 18.052 -17.112 -1.594
H 16.458 -15.775 -3.910
H 16.317 -17.446 -3.172
H 16.583 -17.275 -4.813
C 17.346 -20.993 -1.016
O 16.190 -20.326 -0.640
C 15.073 -21.067 -0.150
C 13.918 -20.191 0.100
O 13.104 -19.702 -0.966
C 13.780 -18.775 -1.796
H 17.139 -21.901 -1.630
H 17.985 -21.224 -0.176
H 17.972 -20.387 -1.634
H 15.325 -21.549 0.843
H 14.743 -21.863 -0.837
H 14.277 -19.370 0.721
H 13.213 -20.772 0.710
H 13.202 -18.781 -2.831
H 14.807 -18.996 -1.975
H 13.605 -17.791 -1.349
C 16.786 -18.607 -11.759
O 16.511 -19.453 -10.696
C 15.939 -18.770 -9.587
C 15.581 -19.677 -8.489
O 16.731 -20.310 -8.077
C 16.894 -21.630 -8.524
H 17.288 -17.697 -11.449
H 15.872 -18.309 -12.269
H 17.459 -19.176 -12.385
H 15.065 -18.116 -9.905
H 16.684 -18.069 -9.237
H 14.760 -20.356 -8.858
H 15.133 -19.162 -7.685
H 17.610 -21.679 -9.367
H 15.920 -22.107 -8.728
H 17.351 -22.147 -7.668
C 13.446 -28.400 -4.451
O 12.654 -27.327 -4.980
C 12.175 -27.517 -6.341
C 11.600 -26.183 -6.740
O 12.690 -25.344 -7.057
C 12.280 -23.982 -7.309
H 13.596 -28.089 -3.421
H 14.343 -28.586 -5.014
H 12.833 -29.301 -4.508
H 11.387 -28.321 -6.448
H 12.993 -27.723 -7.045
H 11.010 -25.794 -5.896
H 10.836 -26.134 -7.578
H 11.729 -23.789 -8.256
H 13.117 -23.284 -7.250
H 11.585 -23.670 -6.536
C 20.898 -29.279 -6.885
O 20.232 -28.100 -7.262
C 19.380 -28.294 -8.310
C 18.624 -27.045 -8.696
O 17.391 -26.959 -7.995
C 16.697 -25.794 -8.481
H 21.916 -29.085 -6.589
H 20.835 -30.090 -7.588
H 20.510 -29.681 -5.961
H 18.584 -29.112 -8.160
H 19.882 -28.648 -9.210
H 18.395 -27.045 -9.751
H 19.307 -26.209 -8.465
H 17.260 -24.887 -8.162
H 15.634 -25.901 -8.173
H 16.748 -25.808 -9.610
C 12.892 -20.037 -6.193
O 13.430 -18.712 -6.129
C 12.472 -17.745 -5.911
C 13.039 -16.365 -6.073
O 13.284 -16.122 -7.489
C 13.717 -14.835 -7.733
H 12.021 -20.118 -6.918
H 12.505 -20.285 -5.187
H 13.733 -20.666 -6.414
H 12.065 -17.761 -4.867
H 11.641 -17.788 -6.594
H 13.988 -16.253 -5.520
H 12.276 -15.657 -5.614
H 13.984 -14.804 -8.802
H 14.591 -14.531 -7.138
H 12.838 -14.155 -7.669
C 18.437 -20.355 -5.110
O 17.353 -21.273 -4.858
C 16.147 -20.682 -4.516
C 15.068 -21.696 -4.173
O 14.589 -22.458 -5.205
C 15.518 -23.402 -5.677
H 18.544 -19.780 -4.128
H 18.287 -19.810 -6.060
H 19.339 -20.901 -5.224
H 15.867 -20.050 -5.389
H 16.232 -19.919 -3.723
H 14.201 -21.118 -3.782
H 15.382 -22.295 -3.305
H 16.334 -22.945 -6.189
H 15.005 -24.082 -6.325
H 15.876 -24.017 -4.844
C 24.556 -22.731 -7.784
O 24.054 -22.728 -6.463
C 23.455 -23.890 -6.048
C 22.018 -24.144 -6.539
O 21.059 -23.371 -5.839
C 19.836 -23.454 -6.501
H 25.086 -23.613 -7.907
H 25.274 -21.899 -7.917
H 23.772 -22.794 -8.599
H 23.452 -23.910 -4.941
H 24.026 -24.785 -6.376
H 21.812 -25.239 -6.366
H 21.934 -23.893 -7.543
H 19.109 -22.836 -6.042
H 19.497 -24.519 -6.483
H 20.026 -23.090 -7.545
C 26.747 -18.532 -2.364
O 25.738 -19.167 -3.092
C 25.525 -20.562 -2.902
C 24.279 -20.993 -3.575
O 23.094 -20.925 -2.774
C 21.992 -21.062 -3.575
H 27.508 -19.215 -2.089
H 26.273 -18.104 -1.461
H 27.237 -17.681 -2.937
H 25.561 -20.838 -1.857
H 26.398 -21.146 -3.251
H 24.345 -21.997 -3.971
H 24.066 -20.490 -4.578
H 22.147 -20.608 -4.568
H 21.059 -20.711 -3.034
H 21.746 -22.142 -3.776
C 19.918 -16.275 -7.628
C 21.132 -16.210 -6.667
O 22.113 -17.077 -7.112
C 23.116 -17.361 -6.252
C 24.406 -17.724 -7.058
H 19.214 -15.534 -7.258
H 20.266 -16.132 -8.643
H 19.593 -17.323 -7.552
H 21.462 -15.137 -6.499
H 20.741 -16.464 -5.662
H 23.306 -16.427 -5.683
H 22.812 -18.168 -5.502
H 24.715 -16.881 -7.686
H 24.204 -18.591 -7.730
H 25.196 -18.150 -6.447
C 18.213 -18.698 1.685
C 19.473 -19.271 1.051
O 19.674 -20.581 1.548
C 20.685 -21.388 0.855
C 22.143 -20.976 1.034
H 17.262 -19.091 1.376
H 18.354 -18.674 2.747
H 18.169 -17.628 1.414
H 19.460 -19.250 -0.042
H 20.325 -18.635 1.322
H 20.489 -22.428 1.203
H 20.362 -21.418 -0.188
H 22.383 -20.700 2.060
H 22.303 -20.160 0.337
H 22.763 -21.786 0.705
C 16.203 -23.990 -0.230
C 14.986 -24.595 0.356
O 13.824 -23.692 0.501
C 12.573 -24.308 0.423
C 11.536 -23.334 0.851
H 16.051 -23.708 -1.280
H 16.518 -23.140 0.392
H 16.946 -24.800 -0.148
H 14.521 -25.478 -0.196
H 15.196 -24.921 1.370
H 12.345 -24.563 -0.607
H 12.540 -25.276 1.015
H 11.805 -22.817 1.738
H 10.535 -23.863 0.896
H 11.454 -22.583 0.044
C 9.339 -21.033 -2.226
C 9.106 -22.513 -2.352
O 10.258 -23.350 -2.215
C 11.207 -23.184 -3.295
C 12.426 -24.081 -3.167
H 10.117 -20.864 -1.440
H 9.709 -20.528 -3.118
H 8.510 -20.434 -1.859
H 8.376 -22.891 -1.667
H 8.709 -22.855 -3.371
H 10.720 -23.437 -4.205
H 11.500 -22.125 -3.467
H 12.232 -25.155 -2.827
H 13.130 -23.699 -2.434
H 13.014 -24.125 -4.081
```

Atom charges from the Mulliken analysis, given in e for atoms 1 to 8: number 1, C, carries 0.53; number 2, O, carries -0.29; number 3, C, carries -0.09; number 4, C, carries -0.54; number 5, O, carries -0.29; number 6, C, carries -0.85; number 7, H, carries 0.34; number 8, H, carries 0.36